1.
This record from the OMol25 dataset describes a molecular structure, C28H35AsN8O4S2Sr. The level of theory is ωB97M-V/def2-TZVPD.

Results
DFT total energy	-133064.31388	eV
energy relative to the best compared isomer or geometry (same formula, charge and spin)	147.1	kJ/mol
LUMO	-0.03	eV

CARTESIAN COORDINATES (ANGSTROEM)
Sr -1.342 1.253 0.682
C -0.571 1.590 5.403
N -0.589 2.654 4.408
C -1.699 3.596 4.632
C -0.234 2.259 3.133
N 0.194 1.098 2.793
N -0.295 3.316 2.225
C 0.184 3.631 0.947
N -0.003 4.982 0.721
N 0.740 2.783 0.173
H -0.797 2.025 6.373
H 0.422 1.145 5.469
H -1.312 0.810 5.191
H -1.613 4.518 4.066
H -1.684 3.875 5.683
H -2.660 3.145 4.377
H 0.143 0.450 3.569
H -0.490 4.167 2.721
H -0.868 5.341 1.111
H 0.063 5.239 -0.253
H 1.018 3.232 -0.695
S -3.272 -0.301 -0.948
C -3.143 -1.925 -0.283
C -4.294 -2.625 0.109
C -4.224 -3.916 0.597
C -3.000 -4.568 0.706
C -1.848 -3.901 0.318
C -1.913 -2.597 -0.167
As -0.343 -1.570 -0.665
C -0.572 -1.482 -2.590
C -0.204 -0.338 -3.278
C -0.409 -0.250 -4.648
C -0.992 -1.305 -5.330
C -1.359 -2.457 -4.644
C -1.146 -2.547 -3.278
C 1.092 -2.893 -0.572
C 1.781 -3.333 -1.698
C 2.836 -4.227 -1.567
C 3.219 -4.687 -0.315
C 2.545 -4.243 0.814
C 1.494 -3.347 0.682
H -5.251 -2.128 0.014
H -5.136 -4.423 0.891
H -2.944 -5.582 1.080
H -0.892 -4.407 0.380
H 0.271 0.484 -2.754
H -0.104 0.643 -5.179
H -1.161 -1.234 -6.398
H -1.816 -3.284 -5.173
H -1.444 -3.442 -2.743
H 1.511 -2.966 -2.679
H 3.360 -4.563 -2.453
H 4.042 -5.383 -0.219
H 2.838 -4.590 1.797
H 0.976 -3.007 1.574
C -5.375 2.906 0.699
S -3.672 3.094 1.109
O -3.366 1.957 1.995
O -3.428 4.373 1.759
O -2.930 2.997 -0.159
H -5.942 2.843 1.625
H -5.440 1.978 0.133
H -5.694 3.760 0.107
C 5.298 1.231 -3.525
N 4.615 0.944 -2.274
C 5.234 1.087 -1.084
C 4.614 0.777 0.073
C 3.279 0.273 -0.037
N 2.653 0.146 -1.184
C 3.282 0.454 -2.352
O 2.776 0.357 -3.455
N 2.637 -0.119 1.087
H 6.149 1.880 -3.325
H 4.607 1.720 -4.205
H 5.643 0.311 -3.998
H 6.248 1.463 -1.116
H 5.109 0.892 1.025
H 2.950 0.252 1.966
H 1.647 -0.300 1.024

These are the Löwdin partial charges, in e, on atoms 1 to 6: Sr 1.239; C -0.058; N -0.138; C -0.030; C -0.490; N 0.069

=====

2.
This record from the OMol25 dataset describes a molecular structure, C28H35CrN5OS5Sb. The level of theory is ωB97M-V/def2-TZVPD.

Results
DFT total energy	-128237.70025	eV
energy relative to the best compared isomer or geometry (same formula, charge and spin)	0.0	kJ/mol
spin multiplicity	4
LUMO (spin up / spin down)	-0.37 / -0.42	eV

CARTESIAN COORDINATES (ANGSTROEM)
Cr -0.396 -0.253 0.669
C -0.839 -3.348 2.368
C -1.904 -2.320 2.588
C -2.957 -2.745 3.399
C -3.974 -1.897 3.760
C -3.893 -0.594 3.305
C -2.840 -0.228 2.488
N -1.860 -1.059 2.085
Sb -3.009 1.812 1.876
C -2.680 1.547 -0.225
C -3.593 2.288 -0.952
C -3.606 2.199 -2.331
C -2.705 1.330 -2.896
C -1.803 0.605 -2.120
C -0.934 -0.326 -2.908
N -1.759 0.720 -0.765
C -1.003 2.466 2.300
C -0.912 3.620 3.064
C 0.336 4.152 3.331
C 1.433 3.476 2.841
C 1.285 2.297 2.113
C 2.543 1.589 1.711
N 0.059 1.802 1.815
H -0.706 -3.920 3.288
H -1.152 -4.041 1.586
H 0.100 -2.902 2.079
H -2.947 -3.769 3.746
H -4.792 -2.231 4.384
H -4.641 0.140 3.571
H -4.298 2.921 -0.429
H -4.299 2.771 -2.933
H -2.698 1.174 -3.966
H -0.740 0.109 -3.891
H -0.006 -0.575 -2.422
H -1.482 -1.260 -3.058
H -1.816 4.087 3.433
H 0.452 5.053 3.920
H 2.432 3.845 3.030
H 3.298 1.720 2.487
H 2.342 0.534 1.572
H 2.940 2.011 0.785
S -2.429 -7.093 -2.863
C -2.321 -5.589 -2.214
S -0.824 -4.868 -1.733
C -1.448 -3.318 -1.167
C -2.800 -3.134 -1.265
S -3.743 -1.775 -0.882
S -3.661 -4.537 -1.935
S -0.153 -2.312 -0.585
C 0.966 -0.793 3.312
O 0.901 -0.896 1.930
H 1.972 -1.058 3.663
H 0.256 -1.467 3.815
H 0.749 0.222 3.684
C 2.515 3.153 -2.267
C 2.264 1.782 -2.893
N 2.888 0.696 -2.147
C 4.198 0.273 -2.634
C 4.110 -0.714 -3.796
C 2.242 0.088 -1.126
C 2.896 -1.104 -0.494
N 1.099 0.516 -0.684
H 2.140 3.938 -2.924
H 3.584 3.311 -2.117
H 2.018 3.249 -1.301
H 2.679 1.765 -3.900
H 1.192 1.594 -2.988
H 4.771 -0.163 -1.822
H 4.729 1.171 -2.958
H 3.556 -1.607 -3.507
H 5.113 -1.013 -4.102
H 3.609 -0.268 -4.655
H 3.013 -1.910 -1.218
H 2.282 -1.456 0.327
H 3.879 -0.842 -0.101
H 0.784 1.359 -1.151

These are the Löwdin partial charges, in e, on atoms 1 to 6: Cr 0.612; C -0.058; C -0.275; C -0.008; C -0.036; C -0.139

=====

3.
This record from the OMol25 dataset describes a molecular structure, C28H35CrN5P2S. The level of theory is ωB97M-V/def2-TZVPD.

Results
DFT total energy	-94884.85910	eV
energy relative to the best compared isomer or geometry (same formula, charge and spin)	0.0	kJ/mol
spin multiplicity	5
LUMO (spin up / spin down)	-0.22 / -0.38	eV

CARTESIAN COORDINATES (ANGSTROEM)
Cr -0.184 1.828 -1.071
C 1.793 0.975 0.665
C 1.507 2.305 0.428
C 2.427 3.203 -0.391
C 1.901 3.556 -1.769
C 1.398 2.385 -2.583
C 1.821 1.071 -2.407
C 2.981 0.618 -1.613
C 2.797 0.216 -0.102
C -2.117 2.188 -0.604
H 1.223 0.403 1.407
H 0.885 2.850 1.157
H 3.421 2.768 -0.476
H 2.592 4.145 0.156
H 1.097 4.303 -1.638
H 2.690 4.098 -2.311
H 0.880 2.693 -3.501
H 1.348 0.309 -3.041
H 3.812 1.330 -1.694
H 3.322 -0.316 -2.088
H 2.542 -0.860 -0.102
H 3.809 0.283 0.336
H -2.428 1.405 0.104
H -2.652 2.064 -1.564
H -2.315 3.169 -0.165
P 1.651 6.206 -3.467
P 3.170 6.499 -0.171
N 2.344 5.678 -4.982
N 0.757 7.587 -4.229
N 4.911 6.147 -0.279
N 3.369 7.718 1.110
C 3.122 7.186 -2.962
C 3.034 7.769 -1.542
C 1.879 4.549 -5.669
C 2.505 4.501 -6.906
C 3.351 5.654 -7.010
C 3.255 6.348 -5.810
C -0.617 7.776 -4.044
C -0.998 8.973 -4.646
C 0.180 9.547 -5.228
C 1.235 8.683 -4.948
C 5.512 4.886 -0.053
C 6.771 4.872 -0.651
C 6.987 6.170 -1.217
C 5.851 6.924 -0.966
C 4.484 8.475 1.493
C 4.093 9.392 2.469
C 2.679 9.237 2.658
C 2.254 8.235 1.791
H 3.253 8.029 -3.655
H 4.021 6.558 -3.049
H 3.814 8.533 -1.405
H 2.090 8.313 -1.384
H 1.144 3.901 -5.205
H 2.349 3.742 -7.661
H 3.925 5.973 -7.870
H 3.763 7.240 -5.465
H -1.182 7.047 -3.490
H -1.991 9.397 -4.669
H 0.257 10.477 -5.774
H 2.281 8.789 -5.182
H 5.016 4.149 0.565
H 7.468 4.039 -0.670
H 7.869 6.538 -1.729
H 5.652 7.953 -1.220
H 5.444 8.295 1.048
H 4.750 10.072 2.989
H 2.067 9.783 3.362
H 1.274 7.839 1.591
S -0.803 -2.833 -0.509
C -0.592 -1.286 -0.821
N -0.411 -0.116 -1.053

These are the Löwdin partial charges, in e, on atoms 1 to 6: Cr 0.659; C -0.091; C -0.173; C -0.242; C -0.275; C -0.185

=====

4.
This record from the OMol25 dataset describes a molecular structure, C28H35CuN5P2Se. The level of theory is ωB97M-V/def2-TZVPD.

Results
DFT total energy	-165606.22490	eV
energy relative to the best compared isomer or geometry (same formula, charge and spin)	661.1	kJ/mol
spin multiplicity	2
LUMO (spin up / spin down)	-1.68 / -1.65	eV

CARTESIAN COORDINATES (ANGSTROEM)
Cu 0.424 2.182 -3.518
C -1.591 1.589 -6.238
C -1.493 0.275 -5.946
C -0.785 -0.637 -6.928
C 0.648 -0.199 -7.340
C 1.409 0.483 -6.213
C 1.108 1.722 -5.746
C 0.491 2.701 -6.689
C -0.836 2.233 -7.340
C 1.366 1.325 -0.889
H -2.244 2.257 -5.700
H -2.228 -0.259 -5.333
H -1.410 -0.676 -7.853
H -0.717 -1.680 -6.556
H 1.246 -1.084 -7.654
H 0.632 0.479 -8.219
H 2.256 -0.082 -5.783
H 1.472 2.152 -4.801
H 1.244 3.051 -7.463
H 0.206 3.625 -6.115
H -1.403 3.129 -7.641
H -0.746 1.616 -8.250
H 0.455 1.860 -0.534
H 2.306 1.832 -0.468
H 1.266 0.344 -0.454
P 1.528 -0.271 -2.601
P -1.619 -0.944 -2.074
N 3.032 0.675 -3.221
N 2.662 -1.577 -1.805
N -2.652 0.612 -2.653
N -2.943 -1.956 -1.734
C 0.766 -1.328 -3.977
C -0.663 -1.804 -3.543
C 2.899 2.071 -3.072
C 3.960 2.710 -3.669
C 4.786 1.717 -4.257
C 4.198 0.459 -3.961
C 3.547 -1.310 -0.760
C 4.269 -2.461 -0.447
C 3.777 -3.518 -1.284
C 2.771 -2.942 -2.083
C -2.478 2.005 -2.452
C -3.289 2.744 -3.340
C -3.882 1.757 -4.174
C -3.534 0.499 -3.706
C -4.006 -2.564 -2.447
C -4.833 -3.202 -1.516
C -4.213 -3.088 -0.231
C -3.129 -2.262 -0.357
H 1.352 -2.227 -4.305
H 0.632 -0.740 -4.929
H -1.358 -1.692 -4.387
H -0.637 -2.878 -3.267
H 2.163 2.626 -2.451
H 4.097 3.802 -3.679
H 5.692 1.884 -4.837
H 4.479 -0.569 -4.210
H 3.590 -0.338 -0.279
H 5.062 -2.597 0.284
H 4.081 -4.560 -1.321
H 2.115 -3.366 -2.824
H -2.030 2.374 -1.563
H -3.376 3.801 -3.496
H -4.389 1.945 -5.110
H -3.839 -0.494 -4.063
H -4.110 -2.486 -3.520
H -5.798 -3.668 -1.695
H -4.534 -3.562 0.695
H -2.517 -1.764 0.391
Se -2.036 -0.247 2.955
C -1.481 0.134 1.293
N -1.193 0.357 0.162

These are the Löwdin partial charges, in e, on atoms 1 to 6: Cu 0.444; C -0.106; C -0.108; C -0.170; C -0.168; C -0.107